Below is a single C2H2N2O molecule in a non-equilibrium geometry, with properties calculated with wB97M-V/def2-TZVPD.

Calculated values
E_LUMO: 0.8 eV
Relative energy (zero: lowest compared OMol25 entry of this formula, charge and spin): 2.9236 eV
Molecular weight: 70.05 g/mol
Max |F|: 0.0215 hartree/bohr
E_HOMO: -9.6 eV

```
7
Properties=species:S:1:pos:R:3:mulliken_charge:R:1
O -0.721 1.249 -0.167 -0.539
C -1.238 0.186 0.120 0.125
N -0.572 -1.037 0.258 -0.796
N 0.658 -0.759 0.018 0.423
C 1.612 -0.168 -0.256 -0.002
H -2.313 0.082 0.305 0.375
H 2.517 0.366 -0.434 0.414
```